# 1
Here is a molecular structure, C8H20AgInO3 from OMol25. Energies are from the ωB97M-V functional and the def2-TZVPD basis.

For the electronic energy, the calculation gives -23929.9498 eV. The spin multiplicity is 1.

Cartesian coordinates (Å):
1 C 4.896 -1.556 0.295
2 C 3.356 -1.401 0.137
3 O 2.953 -0.524 -0.896
4 C 3.241 0.832 -0.593
5 C 2.473 1.424 0.637
6 O 1.606 2.500 0.322
7 In -0.087 1.638 -0.578
8 C -1.330 0.445 0.898
9 C -2.569 -0.049 0.087
10 O -3.286 -1.085 0.751
11 C -4.469 -1.318 -0.011
12 C -5.613 -0.334 0.419
13 H 5.427 -1.698 -0.664
14 H 5.060 -2.488 0.879
15 H 5.347 -0.751 0.907
16 H 2.928 -1.167 1.130
17 H 2.955 -2.397 -0.138
18 H 4.324 1.044 -0.478
19 H 2.913 1.421 -1.475
20 H 3.239 1.802 1.354
21 H 1.882 0.660 1.195
22 H -1.152 2.928 -1.241
23 H 0.472 0.490 -1.869
24 H -1.689 1.099 1.716
25 H -0.753 -0.416 1.284
26 H -3.196 0.840 -0.126
27 H -2.184 -0.412 -0.898
28 H -4.262 -1.195 -1.095
29 H -4.855 -2.343 0.118
30 H -5.135 0.584 0.818
31 H -6.278 -0.047 -0.412
32 H -6.207 -0.754 1.247
33 Ag -0.008 2.230 -3.719

***

# 2
Here is 3 unconnected molecules or ions with the total composition C5H12O2 from OMol25. Energies are from the ωB97M-V functional and the def2-TZVPD basis.

For the electronic energy, the calculation gives -9471.5596 eV. The spin multiplicity is 1. The relative energy (zero: lowest compared OMol25 entry of this formula, charge and spin) is 3.576 eV.

Cartesian coordinates (Å):
1 C 3.111 0.823 -0.024
2 C 2.981 -0.203 -0.858
3 O 0.668 -1.894 -0.553
4 C -0.127 -1.363 0.183
5 C -1.299 -0.567 -0.345
6 O -1.970 0.049 0.716
7 C -3.205 0.587 0.312
8 H 1.012 0.853 1.037
9 H 2.710 1.807 -0.259
10 H 3.590 0.716 0.946
11 H 3.345 -1.196 -0.610
12 H 2.457 -0.110 -1.806
13 H -0.084 -1.479 1.283
14 H 0.314 0.901 1.297
15 H -0.932 0.159 -1.085
16 H -1.956 -1.277 -0.877
17 H -3.872 -0.202 -0.065
18 H -3.079 1.342 -0.479
19 H -3.663 1.055 1.186

***

HOMO list, top to bottom, in eV: -8.26; -9.86